Computed, not measured: C53H59ClN3O2PSSiW as an isolated structure at a distorted geometry, with ωB97M-V with the def2-TZVPD basis set.

Summary:
HOMO-LUMO gap (alpha / beta) ... 7.25 / 6.72 eV
Charge ... +2
LUMO energy (alpha / beta) ... -5.51 / -5.86 eV
<S²> ... 2.02
Multiplicity ... 3
Total energy ... -3925.72827 a.u.
HOMO (alpha / beta) ... -0.4690 / -0.4626 hartree

Geometry (Å):
W (-0.4715, -0.2809, 0.0830)
Cl (0.0434, 0.6305, 2.3901)
C (-1.0577, 2.0035, 2.7035)
C (-1.1579, 2.3832, 4.0234)
C (-1.9764, 3.4636, 4.3181)
C (-2.6574, 4.1242, 3.3032)
C (-2.5422, 3.6980, 1.9899)
C (-1.7355, 2.6131, 1.6641)
P (-1.5806, 2.0362, -0.0451)
C (-0.5827, 3.3127, -0.8532)
C (-0.5522, 3.3534, -2.2492)
C (0.2455, 4.2782, -2.9053)
C (1.0104, 5.1757, -2.1674)
C (0.9707, 5.1482, -0.7807)
C (0.1788, 4.2151, -0.1214)
C (-3.1556, 2.2139, -0.9151)
C (-3.9083, 1.0926, -1.2455)
C (-5.1215, 1.2259, -1.9109)
C (-5.5848, 2.4884, -2.2448)
C (-4.8312, 3.6161, -1.9299)
C (-3.6161, 3.4854, -1.2780)
H (-0.6220, 1.8517, 4.8008)
H (-2.0808, 3.7825, 5.3477)
H (-3.2967, 4.9654, 3.5373)
H (-3.1006, 4.2051, 1.2122)
H (-1.1882, 2.6978, -2.8363)
H (0.2573, 4.3138, -3.9875)
H (1.6254, 5.9084, -2.6765)
H (1.5560, 5.8564, -0.2070)
H (0.1645, 4.1971, 0.9615)
H (-3.5665, 0.1031, -0.9800)
H (-5.6956, 0.3410, -2.1568)
H (-6.5319, 2.5994, -2.7595)
H (-5.1870, 4.6010, -2.2057)
H (-3.0247, 4.3692, -1.0716)
C (-0.6063, -5.1739, 3.3555)
C (-1.6683, -5.2742, 2.4681)
C (-2.2037, -4.1293, 1.8821)
C (-1.6970, -2.8561, 2.1741)
C (-0.6245, -2.7828, 3.0759)
C (-0.0837, -3.9227, 3.6610)
Si (-2.4784, -1.3419, 1.3633)
C (-3.3292, -0.3805, 2.7393)
C (-3.2001, -0.7687, 4.0815)
C (-3.8959, -0.1137, 5.0972)
C (-4.7528, 0.9341, 4.7949)
C (-4.9141, 1.3281, 3.4714)
C (-4.2087, 0.6804, 2.4660)
C (-3.7963, -1.9881, 0.1962)
C (-3.4708, -2.6283, -1.0117)
C (-4.4616, -3.1005, -1.8669)
C (-5.8027, -2.9531, -1.5293)
C (-6.1462, -2.3410, -0.3316)
C (-5.1541, -1.8609, 0.5198)
H (-0.1941, -6.0638, 3.8156)
H (-2.0875, -6.2456, 2.2328)
H (-3.0330, -4.2375, 1.1920)
H (-0.2054, -1.8217, 3.3525)
H (0.7352, -3.8347, 4.3661)
H (-2.5674, -1.6037, 4.3494)
H (-3.7828, -0.4427, 6.1239)
H (-5.3082, 1.4295, 5.5830)
H (-5.6003, 2.1312, 3.2223)
H (-4.3823, 0.9949, 1.4413)
H (-2.4347, -2.7960, -1.2790)
H (-4.1884, -3.6093, -2.7859)
H (-6.5755, -3.3316, -2.1883)
H (-7.1894, -2.2444, -0.0519)
H (-5.4478, -1.3920, 1.4529)
N (-0.9410, -0.3452, -2.1054)
C (-0.4343, -1.4107, -2.9902)
C (-1.3482, -2.0576, -3.7984)
C (-0.9098, -3.0659, -4.6496)
C (0.4334, -3.4090, -4.6843)
C (1.3384, -2.7426, -3.8623)
C (0.9055, -1.7423, -3.0055)
H (-1.9530, -0.3159, -2.2204)
H (-0.5772, 0.5405, -2.4527)
H (-2.3997, -1.7849, -3.7696)
H (-1.6219, -3.5747, -5.2879)
H (0.7759, -4.1920, -5.3489)
H (2.3886, -3.0097, -3.8863)
H (1.5983, -1.2318, -2.3490)
C (8.3560, 0.8940, 1.8608)
C (7.1194, 0.0188, 2.0320)
C (5.8570, 0.6823, 1.4950)
C (4.6760, -0.2785, 1.4936)
N (3.4252, 0.3105, 0.9965)
C (3.0888, 0.4704, -0.2750)
S (1.5743, 1.2659, -0.6875)
N (3.9473, 0.0748, -1.2088)
C (3.8718, 0.3012, -2.6678)
C (4.9023, 1.3187, -3.1339)
C (6.3571, 0.9325, -2.8610)
C (6.7521, -0.4412, -3.4011)
H (9.2401, 0.4237, 2.2920)
H (8.2244, 1.8623, 2.3509)
H (8.5627, 1.0818, 0.8030)
H (6.9761, -0.2162, 3.0911)
H (7.2721, -0.9397, 1.5222)
H (6.0448, 1.0648, 0.4863)
H (5.5962, 1.5541, 2.1026)
H (4.4720, -0.6178, 2.5079)
H (4.8943, -1.1830, 0.9166)
H (2.7340, 0.6086, 1.6621)
H (4.8372, -0.2660, -0.8782)
H (2.8678, 0.6389, -2.9002)
H (4.0214, -0.6604, -3.1567)
H (4.6762, 2.2825, -2.6676)
H (4.7602, 1.4476, -4.2112)
H (6.5650, 0.9863, -1.7873)
H (6.9969, 1.6937, -3.3091)
H (6.2405, -1.2634, -2.8879)
H (7.8215, -0.6170, -3.2842)
H (6.5195, -0.5282, -4.4663)
C (1.2920, -3.8757, 0.4060)
C (0.6583, -2.5587, 0.2699)
O (1.1490, -1.4770, 0.7769)
O (-0.4201, -2.3825, -0.3775)
H (1.9104, -4.0483, -0.4804)
H (0.5190, -4.6428, 0.4493)
H (1.9160, -3.9035, 1.2967)